DFT (ωB97M-V with the def2-TZVPD basis set) results for an isolated ion of composition C3H8NO and charge +1.

Last column: Mulliken charge in e.
Cartesian coordinates (Å):
C 1.6806 0.1453 -0.4113  -0.106
N 0.5416 -0.0152 0.1251  0.050
C 0.1201 -0.7824 1.2556  -0.809
C -0.8309 0.8000 -0.5535  -0.477
O -1.5981 0.3111 -1.5923  -0.445
H 1.6827 0.4818 -1.5009  0.291
H 2.7115 -0.3268 -0.1439  0.290
H 0.6762 -1.7711 1.3318  0.341
H -0.9580 -0.8684 1.1378  0.291
H 0.2527 -0.1440 2.1156  0.387
H -0.5254 1.7867 -0.8468  0.401
H -1.4195 0.7451 0.3954  0.405
H -2.3334 -0.3622 -1.3127  0.382

Forces on the atoms, in the same order (eV/Å):
1.41 -1.57 -2.28
-1.02 1.14 -2.74
0.68 -0.97 0.73
-1.76 -1.02 1.26
-0.17 -1.88 1.20
-0.04 0.47 1.74
-2.17 0.82 0.42
-0.84 1.36 0.00
0.16 -0.80 0.21
0.23 -0.17 0.66
0.78 0.20 0.08
0.58 0.68 -0.79
2.16 1.73 -0.48

Output
* max |F|: 3.14 eV/A
* ΔE to the lowest compared entry with this formula, charge and spin: 2.065 eV
* calculated total energy: -248.76003 a.u.
* multiplicity: 1
* net charge: +1
* gap between HOMO and LUMO: 11.329 eV
* HOMO: -16.2 eV
* molecular weight: 74.10 g/mol
* SMILES: C=[N+](C)CO